Record 1
Computed, not measured: one molecule with the formula C2H7NO2Si at a distorted geometry, with ωB97M-V/def2-TZVPD.

Structure (XYZ):
```
13
Properties=species:S:1:pos:R:3:forces:R:3:lowdin_charge:R:1
C -1.8088 0.9497 -1.1770 1.2 -3.5 -2.6 0.0147
C -0.6833 0.7774 -0.2225 1.8 0.7 -0.3 -0.5692
O -0.5952 1.2625 0.8713 -0.4 0.0 0.1 0.0807
O 0.3859 0.0462 -0.7244 -1.0 0.0 0.2 -0.1852
Si 1.4620 -0.5776 0.4127 1.0 -0.2 0.0 0.4853
N 0.6091 -1.1662 1.8029 1.3 -0.7 1.5 -0.1264
H -1.8545 -0.0881 -1.7337 -0.1 2.0 0.8 0.1333
H -2.6971 1.0454 -0.6794 -2.2 0.4 1.5 0.0469
H -1.7763 1.6925 -1.9709 0.7 0.2 0.3 0.0925
H 2.4463 0.4433 0.8770 -0.3 0.0 -0.3 -0.0305
H 2.3010 -1.6472 -0.3222 -0.9 0.7 0.4 -0.0238
H 0.8692 -2.1340 2.0771 -0.4 0.7 -0.5 0.0332
H 0.9040 -0.6141 2.6473 -0.8 -0.4 -1.2 0.0484
```
Forces are in eV/Å.

## Properties
2S+1: 1
LUMO energy: 0.836 eV
Frontier orbital gap: 11.1 eV
Highest occupied orbital energy: -10.2179 eV
F_max: 4.5 eV Å⁻¹
SMILES: CC(=O)O[SiH2]N
Relative energy (zero: lowest compared OMol25 entry of this formula, charge and spin): 1.1 kcal/mol


Record 2
Computed, not measured: C29H27CsF3MgN2O17S as an isolated structure at a distorted geometry, with ωB97M-V/def2-TZVPD.

Structure (XYZ):
```
81
Properties=species:S:1:pos:R:3:forces:R:3:lowdin_charge:R:1
O 5.4117 6.1202 3.1226 0.5 -1.0 0.6 0.1598
C 4.9765 6.6443 2.1555 -0.9 0.7 1.2 -0.6110
F 5.6059 6.5067 0.9946 0.1 0.0 -0.9 0.1195
N 3.8073 7.4071 2.1801 3.0 1.4 0.9 -0.1557
S 2.3464 6.6050 1.1308 -2.1 -1.3 -2.9 0.9806
C 4.0578 8.7344 1.8075 -0.7 -1.2 1.7 -0.6335
O 3.7913 9.6481 2.5089 -0.3 1.1 0.1 0.1597
F 4.5412 8.9137 0.5959 0.5 0.2 -1.3 0.1266
H 2.1123 5.3722 1.6413 -0.2 0.3 0.1 -0.0837
H 1.2447 7.2680 1.5181 0.0 -0.3 0.5 -0.0760
C -0.2530 3.0846 1.7909 -2.4 0.3 -2.6 -0.4765
O 0.3135 4.3821 1.9757 -1.1 0.9 -1.6 -0.4919
H 0.4539 2.4676 1.2345 -0.1 0.3 0.1 0.0401
H -0.4325 2.6303 2.7633 -1.6 -0.6 -1.4 -0.0904
H -1.2049 3.1701 1.2275 0.5 0.5 0.8 -0.1322
H -0.3302 4.9017 2.4666 -0.4 0.4 -0.4 0.0660
O 6.0481 7.7227 -1.5960 0.2 0.0 -0.1 -0.0556
H 5.5448 8.4987 -1.3406 0.0 0.0 0.0 0.0104
H 6.2325 7.2763 -0.7630 -0.1 0.0 -0.1 0.0026
F 2.0515 2.5076 1.8608 1.6 -0.5 -0.4 -0.8347
Mg -2.1172 1.6835 0.0373 -0.5 -0.7 -0.6 0.5204
C 1.1258 2.4551 -5.3520 -0.2 0.2 0.0 0.1403
C 2.2104 1.5955 -5.7005 0.5 -0.2 0.5 -0.3745
C 3.1717 1.2832 -4.5562 -0.2 0.2 0.4 -0.3546
O 4.1030 0.5135 -4.6733 0.1 -0.2 -0.3 0.1032
C 2.9482 1.9542 -3.2918 0.4 -0.2 0.0 0.1645
C 1.8720 2.8215 -2.9560 -0.7 0.3 -0.4 -0.3670
C 0.8533 3.0467 -4.0680 0.0 -0.3 -0.4 -0.3680
O -0.1575 3.7072 -3.9009 0.0 0.2 0.4 0.0767
O 1.7092 3.3720 -1.8819 0.3 0.0 0.3 0.0958
O 2.4106 1.1117 -6.7974 -0.2 0.0 -0.4 0.0931
H 0.3970 2.7101 -6.1137 0.1 -0.1 -0.1 0.1258
H 3.7032 1.7433 -2.5420 -0.1 0.1 0.1 0.1331
Cs 1.1630 3.2645 3.9147 3.9 -0.4 6.4 1.3765
C -4.3262 -1.7681 -5.2159 0.0 0.0 0.0 0.0182
C -3.1773 -1.1545 -4.9550 0.0 0.0 0.0 0.0237
C -2.3492 -1.5401 -3.7836 0.0 -0.1 0.0 -0.3914
O -1.3062 -0.9751 -3.5458 0.1 0.1 0.0 0.0881
C -2.8532 -2.6341 -2.9208 -0.1 0.0 0.0 0.0277
C -4.0021 -3.2521 -3.1802 0.0 0.3 0.0 0.0054
C -4.8293 -2.8648 -4.3515 0.1 0.0 0.1 -0.3726
O -5.8812 -3.4151 -4.6016 -0.1 -0.1 0.0 0.0877
H -4.9462 -1.5022 -6.0628 0.0 0.0 0.0 0.1186
H -2.7924 -0.3529 -5.5727 0.0 0.0 0.0 0.1219
H -2.2343 -2.8979 -2.0731 0.0 0.0 0.0 0.1237
H -4.3795 -4.0467 -2.5600 -0.1 0.0 0.0 0.1081
C 5.7572 5.3176 11.0622 0.0 0.0 0.2 -0.0438
O 4.9260 5.4140 9.9055 -0.1 0.0 0.3 0.0037
C 5.5662 5.2004 8.7581 -0.3 0.1 -0.1 -0.6364
O 6.7311 4.9461 8.6413 0.4 -0.1 0.0 0.1317
O 4.6880 5.3179 7.7690 -0.1 0.0 -0.1 0.0068
C 5.2398 5.1118 6.4637 0.0 0.0 -0.3 -0.0284
H 5.1212 5.5105 11.9205 -0.1 0.0 -0.1 0.0907
H 6.1815 4.3198 11.1490 0.1 0.0 -0.1 0.0965
H 6.5490 6.0626 11.0299 0.1 -0.1 -0.1 0.0969
H 5.6427 4.1058 6.3705 0.1 0.0 0.1 0.1016
H 6.0096 5.8472 6.2468 0.1 0.0 0.0 0.1013
H 4.4249 5.2368 5.7595 -0.1 0.1 0.0 0.0829
C -6.1556 -6.6814 -3.9943 0.1 0.4 -0.1 0.2032
C -7.1916 -7.6739 -3.9792 0.3 -0.8 0.1 -0.3508
C -6.7054 -9.1025 -3.7895 0.6 0.0 0.1 -0.3588
O -7.4615 -10.0445 -3.6843 -0.4 0.0 -0.1 0.1109
C -5.2753 -9.3180 -3.7463 0.0 -0.4 -0.1 0.1674
C -4.2403 -8.3381 -3.7757 0.0 0.9 -0.2 -0.3850
C -4.7335 -6.9019 -3.8557 -0.4 0.0 0.1 -0.3294
O -3.9708 -5.9550 -3.8098 0.3 -0.3 -0.1 0.1071
O -3.0384 -8.5386 -3.7377 -0.1 -0.5 0.0 0.0875
O -8.3754 -7.4540 -4.0967 -0.3 0.4 -0.1 0.1327
H -6.4285 -5.6370 -4.1133 -0.1 0.0 0.0 0.1157
H -4.9964 -10.3644 -3.6785 0.1 0.0 0.0 0.1331
N -4.3275 -7.5593 0.1308 0.0 0.0 0.0 0.0587
C -3.2495 -8.0618 -0.4690 -0.1 0.1 -0.1 -0.1334
C -2.2208 -8.6994 0.2089 0.0 0.0 0.0 -0.0599
C -2.3148 -8.8177 1.5840 0.1 0.0 0.1 -0.0868
C -3.4282 -8.2987 2.2242 0.0 0.0 0.0 -0.0817
C -4.4014 -7.6834 1.4525 -0.1 0.1 0.1 -0.1640
H -3.2217 -7.9478 -1.5438 0.2 0.0 0.1 0.0772
H -1.3705 -9.0904 -0.3316 0.0 0.0 0.0 0.1054
H -1.5324 -9.3072 2.1499 0.0 0.0 0.0 0.1023
H -3.5411 -8.3691 3.2973 0.0 0.0 0.0 0.0966
H -5.2913 -7.2662 1.9113 0.0 0.0 0.1 0.1000
```
Forces are in eV/Å.

## Properties
2S+1: 1
LUMO energy: -2.865 eV
Frontier orbital gap: 0.9 eV
Highest occupied orbital energy: -3.7634 eV
F_max: 7.5 eV Å⁻¹
Charge: -1


Record 3
Computed, not measured: C4H7NS as an isolated structure at a distorted geometry, with ωB97M-V/def2-TZVPD.

Structure (XYZ):
```
13
Properties=species:S:1:pos:R:3:forces:R:3:lowdin_charge:R:1
C 1.2573 -1.0612 -0.3371 1.7 -0.7 0.3 -0.3037
C 0.4728 -0.1432 0.1758 2.2 2.8 0.1 -0.2122
C -1.8770 0.6809 -0.2784 -3.0 -3.2 1.3 -0.1162
C -0.7688 0.3746 0.6967 -2.7 -3.2 1.8 -0.2896
N 2.5812 -0.7005 -0.1602 0.1 -1.0 -0.9 -0.4310
S 2.3968 0.9843 0.2978 -2.2 -1.7 -0.1 0.6954
H 1.0381 -2.0254 -0.7446 -0.4 -0.5 -0.1 0.1095
H -1.4803 1.2769 -0.9658 1.4 2.5 -3.4 0.0189
H -2.7954 1.1699 0.1075 0.9 0.0 0.5 0.0858
H -2.3353 -0.2390 -0.7527 0.9 0.8 0.2 0.0972
H -1.2316 -0.4212 1.5041 1.3 2.0 -1.5 0.1695
H -0.5709 1.2808 1.1736 0.5 1.2 1.3 0.0800
H 3.3131 -1.1770 -0.7169 -0.6 1.2 0.4 0.0965
```
Forces are in eV/Å.

## Properties
2S+1: 1
LUMO energy: -0.058 eV
Frontier orbital gap: 7.9 eV
Highest occupied orbital energy: -7.9616 eV
F_max: 4.6 eV Å⁻¹
Relative energy (zero: lowest compared OMol25 entry of this formula, charge and spin): 89.0 kcal/mol


Record 4
Computed, not measured: one molecule with the formula C4H9N3S at a distorted geometry, with ωB97M-V/def2-TZVPD.

Structure (XYZ):
```
17
Properties=species:S:1:pos:R:3:forces:R:3:lowdin_charge:R:1
H -1.7617 0.4145 -0.0717 -1.1 -1.1 -0.7 0.0229
N -1.6565 1.3660 -0.3890 0.9 -1.1 0.9 0.1404
C -0.4695 1.5678 0.0245 0.9 1.1 0.7 -0.5245
N -0.0183 2.8791 -0.0502 4.2 0.3 3.6 0.0739
C 0.5109 0.4886 0.6405 2.5 1.2 1.0 -0.6290
C -0.0954 -0.2491 1.7587 -1.3 -3.9 5.5 -0.2528
S 1.1483 -0.7228 -0.5278 -0.8 -0.9 -0.1 0.8850
N -0.2292 -1.7216 -0.3366 -0.8 -2.5 -3.4 -0.4237
C -0.4202 -2.7960 -1.0816 -0.6 1.8 2.7 -0.1084
H -0.7409 3.4542 -0.2779 -2.6 1.8 -1.2 0.0264
H 0.3548 3.3513 0.8972 -0.6 -2.1 -2.8 0.1598
H 1.6437 0.7463 1.2435 -3.4 0.8 -2.5 0.1713
H -0.7744 0.3127 2.4803 0.7 -0.1 -1.3 0.0900
H -0.6806 -1.3902 1.6883 1.7 3.8 -0.4 0.1437
H 0.7869 -0.5084 2.4686 -1.5 0.1 -1.0 0.0815
H 0.4087 -3.1851 -1.6515 -0.2 -0.4 -0.6 0.0431
H -1.4354 -3.3623 -0.9542 2.1 1.1 -0.3 0.1005
```
Forces are in eV/Å.

## Properties
2S+1: 1
LUMO energy: 0.614 eV
Frontier orbital gap: 9.4 eV
Highest occupied orbital energy: -8.7858 eV
F_max: 6.8 eV Å⁻¹
SMILES: [H]/N=C(/N)[C@@H](C)SN=C
Relative energy (zero: lowest compared OMol25 entry of this formula, charge and spin): 94.3 kcal/mol


Record 5
Computed, not measured: an isolated ion of composition C17H21ClNO2 and charge +1 at a distorted geometry, with ωB97M-V/def2-TZVPD.

Structure (XYZ):
```
42
Properties=species:S:1:pos:R:3:forces:R:3:lowdin_charge:R:1
C 2.9020 3.2807 0.2184 -7.6 3.7 2.6 0.0065
N 2.0710 2.1429 -0.0326 -7.3 2.6 -0.3 -0.1934
C 1.9500 1.4495 1.1899 -2.3 -7.4 -0.1 -0.0481
C 0.4743 0.4079 1.1992 2.0 2.7 0.9 -0.0759
O -0.5667 1.1942 0.7635 0.8 3.5 -1.1 -0.0752
C -1.7613 0.8075 0.2774 3.6 -6.1 3.3 -0.3828
C -2.1420 -0.4987 0.5917 3.5 -4.4 2.8 -0.0863
C -3.3418 -1.0042 0.4284 -4.5 0.8 -0.7 -0.0516
C -4.3769 0.1103 -0.0775 -0.9 -7.0 0.9 -0.5468
Cl -5.9927 -0.6696 -0.2785 0.8 1.0 0.1 0.5924
C -4.0736 1.3211 -0.4845 5.9 -4.9 3.1 -0.0674
C -2.6611 1.4769 -0.2484 -4.0 12.6 -3.7 -0.0482
C 2.1600 1.3489 -1.3436 2.2 1.8 3.6 0.0596
C 3.3037 0.3821 -0.9763 2.3 9.1 -5.4 -0.4186
O 4.4667 1.1270 -0.3937 1.3 -5.1 -1.4 -0.0407
C 2.9199 -0.8382 -0.8248 0.0 -13.9 12.5 -0.2290
C 3.5470 -1.4999 0.5780 -6.2 -5.4 -4.6 0.1613
C 3.0560 -2.9363 1.0699 8.1 11.6 0.7 -0.0161
C 2.1229 -3.3160 0.3577 -5.8 -12.7 3.5 -0.3001
C 1.4748 -3.0155 -0.6779 -2.0 4.5 -9.2 -0.0771
C 2.0080 -1.7938 -1.2056 -2.5 3.6 -5.9 -0.0634
H 2.4484 4.0111 1.0878 0.8 -2.1 -2.1 0.1983
H 2.9156 3.8326 -0.5937 0.6 2.8 -4.0 0.0641
H 3.7185 2.9653 0.5157 8.1 -2.6 2.6 0.0072
H 0.9457 2.5694 -0.1473 3.5 -1.2 0.4 0.2739
H 1.7503 2.0313 2.0180 0.5 1.5 1.5 0.1032
H 2.7068 0.5737 1.2107 -0.9 2.1 0.8 0.1344
H 0.7933 -0.2835 0.4568 -0.3 -1.6 0.2 0.0772
H 0.2316 0.2109 2.2750 1.0 -0.9 -1.0 0.1552
H -1.4161 -1.2719 1.1880 -1.3 2.1 -1.8 0.1697
H -3.6205 -2.1379 0.7151 0.3 3.2 -0.8 0.1601
H -4.7111 1.8845 -0.9218 -3.7 4.3 -2.7 0.0551
H -2.3783 2.7655 -0.3098 -0.5 -3.7 -0.1 0.2067
H 1.1848 0.9070 -1.3802 -0.3 -0.4 -0.9 0.1277
H 2.4367 2.1830 -1.9867 -0.3 -0.8 -0.9 0.1536
H 3.6762 0.1713 -1.9264 1.2 0.7 -2.9 0.1557
H 5.2490 0.4020 -0.7161 -2.7 3.3 1.7 0.2322
H 4.1895 -1.0378 1.1293 4.1 3.0 3.1 0.0074
H 3.4559 -3.2686 1.9578 0.7 -1.1 1.5 0.0912
H 1.7936 -4.3954 0.7859 0.2 1.9 -0.9 0.1783
H 0.7877 -3.5737 -1.4629 1.3 0.9 2.6 0.1780
H 1.5846 -1.2748 -2.2608 0.1 -2.1 2.2 0.1721
```
Forces are in eV/Å.

## Properties
2S+1: 1
LUMO energy: -3.011 eV
Frontier orbital gap: 8.5 eV
Highest occupied orbital energy: -11.5042 eV
F_max: 18.7 eV Å⁻¹
SMILES: C[N@H+](CCOc1ccc(Cl)cc1)C[C@@H](O)c1ccccc1
Charge: +1
Relative energy (zero: lowest compared OMol25 entry of this formula, charge and spin): 369.7 kcal/mol


Record 6
Computed, not measured: C3H8N2S2 as an isolated structure at a distorted geometry, with ωB97M-V/def2-TZVPD.

Structure (XYZ):
```
15
Properties=species:S:1:pos:R:3:forces:R:3:lowdin_charge:R:1
C 1.4175 -1.1357 0.8960 2.6 0.3 0.3 -0.4973
C -0.3336 0.2982 -0.3075 -0.7 2.4 -1.7 -0.7004
C -2.3417 0.5479 0.4750 -1.7 0.8 4.4 -0.2723
H 1.7954 -0.0131 0.4243 -0.8 -3.6 2.1 0.0807
H 1.3981 -1.2373 2.1001 1.1 0.3 -3.0 0.0752
H 1.9063 -2.0297 0.2931 -0.2 2.0 1.8 0.0489
H 0.3907 1.6659 -1.7166 0.4 -2.2 1.8 0.1221
H 2.7146 0.3897 -1.3975 -0.2 -1.4 -1.8 -0.0783
H -2.9569 0.0293 -0.2845 -0.6 0.9 0.7 0.0536
H -2.8392 1.4933 1.3098 0.7 -3.3 -2.8 0.1476
H -1.9989 -0.5037 1.2388 -1.1 3.6 -1.9 0.0425
N 0.7065 0.7784 -1.1693 -1.1 1.1 -1.4 -0.5068
N -1.2668 1.2008 -0.2144 0.6 -3.6 1.0 -0.0557
S -0.2887 -1.3015 0.5619 -0.4 1.5 -1.8 0.8384
S 1.6967 -0.1826 -2.2092 1.2 1.3 2.1 0.7018
```
Forces are in eV/Å.

## Properties
2S+1: 1
LUMO energy: 0.424 eV
Frontier orbital gap: 9.2 eV
Highest occupied orbital energy: -8.7987 eV
F_max: 4.8 eV Å⁻¹
Relative energy (zero: lowest compared OMol25 entry of this formula, charge and spin): 121.8 kcal/mol